<i>
Entry from the Open Molecules 2025 dataset: 9 unconnected molecules or ions with the total composition C9H36N18O9 (ωB97M-V/def2-TZVPD).

Geometry (Å):
1 C -0.147 0.399 -0.452
2 O -0.104 1.553 -0.075
3 N -0.624 -0.067 -1.543
4 N 0.218 -0.589 0.305
5 H -0.740 -1.062 -1.677
6 H -0.743 0.572 -2.315
7 H 0.530 -0.399 1.247
8 H 0.371 -1.478 -0.149
9 C -0.480 -4.289 -2.092
10 O -0.648 -4.048 -0.873
11 N -1.371 -4.559 -2.971
12 N 0.608 -4.214 -2.699
13 H -1.042 -4.897 -3.863
14 H -2.209 -4.895 -2.517
15 H 1.423 -3.709 -2.381
16 H 0.543 -4.352 -3.698
17 C -2.023 -0.265 3.868
18 O -1.096 -0.620 3.146
19 N -1.889 0.136 5.038
20 N -3.256 -0.224 3.545
21 H -1.023 -0.151 5.472
22 H -2.742 0.346 5.536
23 H -3.886 0.140 4.245
24 H -3.651 -0.564 2.679
25 C 4.872 -2.495 2.364
26 O 5.642 -3.477 2.467
27 N 3.578 -2.635 2.238
28 N 5.174 -1.281 2.605
29 H 3.311 -3.579 1.998
30 H 2.957 -1.838 2.242
31 H 4.387 -0.659 2.492
32 H 6.060 -1.127 3.064
33 C -0.869 4.379 2.128
34 O -0.413 3.520 2.851
35 N -0.827 4.174 0.869
36 N -1.384 5.492 2.483
37 H -0.556 3.253 0.557
38 H -1.054 4.948 0.261
39 H -1.811 5.654 3.384
40 H -1.630 6.079 1.699
41 C -1.107 3.857 -2.809
42 O -1.473 4.746 -2.081
43 N -1.874 3.022 -3.487
44 N 0.153 3.666 -3.238
45 H -1.498 2.127 -3.768
46 H -2.796 3.251 -3.144
47 H 0.858 4.361 -3.036
48 H 0.456 2.941 -3.872
49 C -3.235 -1.683 -0.193
50 O -3.763 -0.606 0.123
51 N -2.238 -2.314 0.432
52 N -3.692 -2.370 -1.175
53 H -1.730 -3.051 -0.035
54 H -1.792 -1.813 1.188
55 H -3.345 -3.256 -1.514
56 H -4.357 -1.845 -1.724
57 C 2.117 0.792 3.356
58 O 3.291 0.999 3.585
59 N 1.350 1.389 2.575
60 N 1.533 -0.193 3.840
61 H 1.877 2.061 2.036
62 H 0.404 1.138 2.325
63 H 0.655 -0.544 3.483
64 H 2.128 -0.718 4.464
65 C 1.566 0.547 -4.595
66 O 0.799 1.455 -4.461
67 N 1.301 -0.729 -4.411
68 N 2.695 0.622 -5.242
69 H 1.989 -1.373 -4.774
70 H 0.336 -0.953 -4.212
71 H 2.855 1.564 -5.569
72 H 3.075 -0.263 -5.547

The LUMO energy (spin up / spin down) is -0.09149 / -0.27909 Eh. For the HOMO-LUMO gap (spin up / spin down), the calculation gives 8.39 / 3.28 eV. Its spin multiplicity is 2. Its net charge is +1. The expectation value of S² is 0.7569. The molecular weight comes out at 540.50 u.

---

<ii>
Entry from the Open Molecules 2025 dataset: 9 unconnected molecules or ions with the total composition C9H36N18O9 (ωB97M-V/def2-TZVPD).

Geometry (Å):
1 C -2.840 3.545 -0.587
2 O -3.451 3.906 0.390
3 N -1.869 2.703 -0.601
4 N -2.977 4.090 -1.790
5 H -1.697 2.366 -1.538
6 H -1.772 2.154 0.241
7 H -3.794 4.644 -2.001
8 H -2.490 3.683 -2.575
9 C 1.660 -4.344 -1.372
10 O 2.664 -3.706 -1.186
11 N 1.537 -5.308 -2.164
12 N 0.524 -3.964 -0.902
13 H 2.373 -5.654 -2.614
14 H 0.636 -5.751 -2.274
15 H -0.224 -4.554 -1.240
16 H 0.452 -3.372 -0.088
17 C -3.739 -0.700 2.867
18 O -2.909 -0.896 2.021
19 N -4.243 0.472 3.173
20 N -4.286 -1.677 3.553
21 H -4.068 1.273 2.583
22 H -5.051 0.337 3.763
23 H -3.927 -2.607 3.391
24 H -4.898 -1.367 4.295
25 C 1.764 3.040 -2.292
26 O 2.440 3.722 -1.520
27 N 1.916 1.784 -2.487
28 N 0.894 3.522 -3.167
29 H 2.714 1.332 -2.063
30 H 1.441 1.300 -3.236
31 H 0.251 2.923 -3.664
32 H 0.776 4.510 -2.990
33 C -2.845 -0.891 -1.979
34 O -3.544 -0.785 -2.939
35 N -1.602 -1.129 -2.066
36 N -3.266 -0.916 -0.676
37 H -1.221 -1.087 -3.000
38 H -1.188 -1.078 -1.146
39 H -4.259 -0.896 -0.491
40 H -2.608 -0.776 0.078
41 C -1.536 -4.076 2.671
42 O -1.377 -5.170 3.172
43 N -1.280 -2.981 3.283
44 N -2.113 -3.874 1.502
45 H -1.050 -2.995 4.266
46 H -1.598 -2.145 2.813
47 H -2.340 -2.996 1.056
48 H -2.243 -4.698 0.933
49 C 4.737 -0.047 -2.029
50 O 3.686 -0.151 -1.495
51 N 5.554 0.956 -1.801
52 N 5.208 -0.882 -2.934
53 H 6.397 0.792 -2.332
54 H 5.426 1.612 -1.043
55 H 4.818 -1.785 -3.163
56 H 6.126 -0.629 -3.271
57 C 2.181 2.990 2.568
58 O 1.439 2.087 2.947
59 N 2.108 4.199 2.895
60 N 3.191 2.864 1.702
61 H 1.364 4.294 3.572
62 H 2.757 4.949 2.702
63 H 3.407 1.930 1.384
64 H 3.722 3.716 1.590
65 C 0.403 -0.228 0.763
66 O 0.080 -1.260 0.258
67 N 1.415 0.434 0.346
68 N -0.316 0.428 1.610
69 H 2.092 0.208 -0.369
70 H 1.518 1.347 0.765
71 H -1.246 0.112 1.844
72 H 0.199 1.153 2.089

The LUMO energy (spin up / spin down) is -0.08799 / -0.31189 Eh. For the HOMO-LUMO gap (spin up / spin down), the calculation gives 9.37 / 3.28 eV. Its spin multiplicity is 2. Its net charge is +1. The expectation value of S² is 0.7630. The molecular weight comes out at 540.50 u.

---

Relative stability in eV, measured from the most stable structure: <i> 1.402; <ii> 0.000

---

<i>
Entry from the Open Molecules 2025 dataset: a single C12H22O molecule (ωB97M-V/def2-TZVPD).

Geometry (Å):
1 C -1.826 -1.280 1.495
2 C -1.322 -1.069 0.034
3 C -2.475 -0.192 -0.713
4 C -2.295 1.192 -0.145
5 C -0.852 1.599 -0.641
6 C 0.388 0.928 0.045
7 C 0.348 1.094 1.521
8 C 1.734 1.302 -0.388
9 C 2.809 0.320 0.376
10 C 2.521 -0.972 -0.145
11 C 1.076 -1.489 0.166
12 C -0.002 -0.534 -0.249
13 O 0.114 -0.702 -1.710
14 H -2.353 -0.257 2.044
15 H -2.714 -1.829 1.515
16 H -0.956 -1.571 2.312
17 H -1.159 -2.159 -0.204
18 H -3.320 -0.832 -0.577
19 H -2.312 -0.162 -1.833
20 H -3.048 2.129 -0.411
21 H -2.329 1.172 0.965
22 H -0.742 1.299 -1.670
23 H -0.869 2.599 -0.386
24 H -0.688 0.762 1.930
25 H 0.283 2.137 1.896
26 H 1.105 0.621 2.136
27 H 1.850 2.362 0.190
28 H 1.929 1.074 -1.501
29 H 3.835 0.751 0.003
30 H 2.848 0.414 1.467
31 H 3.245 -1.756 0.158
32 H 2.556 -0.849 -1.321
33 H 0.724 -2.345 -0.519
34 H 1.002 -1.807 1.263
35 H -0.417 -1.530 -1.913

The LUMO energy is 0.03176 Eh. For the HOMO-LUMO gap, the calculation gives 10.18 eV. Its spin multiplicity is 1. Its net charge is 0. The molecular weight comes out at 182.31 u.

---

<ii>
Entry from the Open Molecules 2025 dataset: a single C12H22O molecule (ωB97M-V/def2-TZVPD).

Geometry (Å):
1 O -3.469 -2.631 0.076
2 C -2.172 -2.050 0.315
3 C -2.360 -0.557 -0.080
4 C -1.023 0.327 0.017
5 C 0.128 -0.421 -0.534
6 C 1.537 0.175 -0.448
7 C 1.909 0.430 1.048
8 C 1.466 1.830 1.588
9 C 1.927 2.995 0.703
10 C 1.389 2.861 -0.710
11 C 1.740 1.499 -1.343
12 C 0.230 -1.829 -0.215
13 C -1.012 -2.683 -0.374
14 H -3.754 -2.306 -0.797
15 H -1.932 -2.098 1.406
16 H -2.686 -0.421 -1.138
17 H -3.153 -0.097 0.568
18 H -1.071 1.350 -0.563
19 H -0.916 0.748 1.052
20 H -0.216 -0.453 -1.592
21 H 2.250 -0.585 -0.884
22 H 1.447 -0.354 1.629
23 H 2.932 0.348 0.996
24 H 2.000 2.042 2.453
25 H 0.351 1.995 1.790
26 H 1.582 3.837 1.325
27 H 3.034 3.188 0.666
28 H 1.573 3.599 -1.426
29 H 0.277 2.859 -0.519
30 H 1.262 1.303 -2.289
31 H 2.906 1.296 -1.446
32 H 0.518 -1.867 0.773
33 H 1.034 -2.396 -0.869
34 H -1.021 -3.718 -0.115
35 H -1.223 -2.673 -1.428

The LUMO energy is 0.03498 Eh. For the HOMO-LUMO gap, the calculation gives 10.84 eV. Its spin multiplicity is 1. Its net charge is 0. The molecular weight comes out at 182.31 u.

---

Relative stability in eV, measured from the most stable structure: <i> 2.252; <ii> 0.000

---

<i>
Entry from the Open Molecules 2025 dataset: a gas-phase ion, CH2F2NO2S (charge -1) (ωB97M-V/def2-TZVPD).

Geometry (Å):
1 C 0.799 0.597 -0.075
2 N -0.386 0.939 0.994
3 O -1.642 0.983 -1.171
4 O -2.071 -0.975 0.190
5 F 1.917 1.282 0.358
6 F 1.010 -0.785 -0.070
7 S -1.987 0.519 0.191
8 H 0.317 1.111 -0.949
9 H -0.478 0.146 1.619

The LUMO energy is 0.15127 Eh. For the HOMO-LUMO gap, the calculation gives 8.08 eV. Its spin multiplicity is 1. Its net charge is -1. The molecular weight comes out at 130.09 u.

---

<ii>
Entry from the Open Molecules 2025 dataset: 2 unconnected molecules or ions with the total composition CH2F2NO2S (ωB97M-V/def2-TZVPD).

Geometry (Å):
1 C 0.850 1.655 -0.018
2 N -0.254 -1.010 0.581
3 O -1.031 -2.503 -1.368
4 O -1.843 -3.002 0.917
5 F 0.657 2.125 -1.277
6 F 0.451 2.643 0.827
7 S -1.025 -2.129 0.058
8 H 1.929 1.504 0.126
9 H 0.266 0.718 0.154

The LUMO energy is 0.14790 Eh. For the HOMO-LUMO gap, the calculation gives 8.47 eV. Its spin multiplicity is 1. Its net charge is -1. The molecular weight comes out at 130.09 u.

---

Relative stability in eV, measured from the most stable structure: <i> 0.000; <ii> 0.779

---

<i>
Entry from the Open Molecules 2025 dataset: 2 unconnected molecules or ions with the total composition CH3IO2S2 (ωB97M-V/def2-TZVPD).

Geometry (Å):
1 C 1.679 -1.462 -0.355
2 O -2.542 1.844 -0.496
3 O 0.890 -0.697 -0.792
4 S -0.030 1.419 1.175
5 S -1.381 0.970 -0.476
6 I -2.251 -1.211 0.207
7 H -0.562 2.735 1.219
8 H 2.608 -1.562 -1.046
9 H 1.588 -2.036 0.564

The LUMO energy is -0.03034 Eh. For the HOMO-LUMO gap, the calculation gives 8.41 eV. Its spin multiplicity is 1. Its net charge is 0. The molecular weight comes out at 238.07 u.

---

<ii>
Entry from the Open Molecules 2025 dataset: a molecular structure, CH3IO2S2 (ωB97M-V/def2-TZVPD).

Geometry (Å):
1 C 0.334 -0.099 -0.087
2 O 0.216 -0.674 -2.962
3 O 1.088 -2.899 -2.448
4 S 1.368 -1.540 -2.846
5 S 2.086 -0.249 -0.490
6 I 2.643 1.855 -1.397
7 H -0.236 0.122 -0.990
8 H 0.053 -1.080 0.295
9 H 0.185 0.653 0.682

The LUMO energy is -0.03228 Eh. For the HOMO-LUMO gap, the calculation gives 8.39 eV. Its spin multiplicity is 1. Its net charge is 0. The molecular weight comes out at 238.07 u.

---

Relative stability in eV, measured from the most stable structure: <i> 1.614; <ii> 0.000